Here is an isolated molecule of C7H2BrF7N4O3S in a non-equilibrium geometry from the Open Molecules 2025 dataset. Energies are from ωB97M-V with the def2-TZVPD basis set.

As for the frontier orbital gap: 8.837 eV. The value obtained for the strongest force on any atom is 2.244 eV/Å. The LUMO energy is -2.099 eV. As for the net charge: 0. Its structure (SMILES) is O=C(Br)Cc1nnc(S(=O)(=O)C(F)(F)C(F)(F)C(F)(F)F)nn1.

Each line ends with the Mulliken charge.
Positions of all 25 atoms, in Å:
O (1.2294, 4.6271, 0.4907)  -0.418
C (0.0475, 4.7847, 0.5402)  0.386
Br (-0.7427, 5.7506, 2.0498)  -0.159
C (-0.9388, 4.2703, -0.4952)  -0.563
C (-0.6654, 2.8118, -0.6594)  0.723
N (0.1681, 2.4628, -1.6402)  -0.365
N (0.4508, 1.1836, -1.7470)  -0.121
C (-0.1329, 0.4033, -0.8667)  0.332
S (0.2831, -1.3518, -1.0652)  1.228
O (-0.4193, -1.7821, -2.2376)  -0.634
O (1.6956, -1.5634, -1.0624)  -0.633
C (-0.5245, -2.2465, 0.3571)  0.589
F (-1.8119, -2.3802, 0.0186)  -0.265
F (-0.4733, -1.5687, 1.5097)  -0.248
C (0.0482, -3.6717, 0.5747)  0.506
F (-0.0298, -4.3004, -0.6156)  -0.252
F (-0.7449, -4.3075, 1.4407)  -0.290
C (1.5457, -3.7368, 1.0591)  0.741
F (1.6091, -4.5634, 2.1129)  -0.263
F (1.9894, -2.5396, 1.4400)  -0.236
F (2.3299, -4.2163, 0.0985)  -0.225
N (-0.9825, 0.7147, 0.0857)  0.152
N (-1.2699, 1.9974, 0.1965)  -0.664
H (-1.9523, 4.4302, -0.1718)  0.418
H (-0.7088, 4.7919, -1.4134)  0.261

=====

Here is a cluster of 10 separate species, C7H30O10 in total in a non-equilibrium geometry from the Open Molecules 2025 dataset. Energies are from ωB97M-V with the def2-TZVPD basis set.

As for the frontier orbital gap: 8.757 eV. The value obtained for the strongest force on any atom is 2.008 eV/Å. The LUMO energy is 0.070 eV. As for the net charge: 0. Its structure (SMILES) is C/C=C/CCCC=O.O.O.O.O.O.O.O.O.O. As for the relative energy (zero: lowest compared OMol25 entry of this formula, charge and spin): 2.593 eV.

Each line ends with the Mulliken charge.
Positions of all 47 atoms, in Å:
O (0.9729, -0.9131, -2.1805)  -0.486
C (1.4851, -1.4344, -1.2259)  -0.186
C (0.9792, -1.2143, 0.1644)  -0.273
C (-0.1188, -0.2031, 0.3148)  -0.589
C (-1.4483, -0.5923, -0.3411)  -0.350
C (-3.6690, 2.5077, 0.0086)  -1.147
C (-2.9502, 1.2298, 0.2460)  -0.292
C (-2.3170, 0.5705, -0.7306)  0.128
H (2.3449, -2.1205, -1.2896)  0.284
H (0.7470, -2.2351, 0.5142)  0.119
H (1.7440, -0.9832, 0.9133)  0.388
H (0.2332, 0.7641, -0.0352)  0.059
H (-0.3985, -0.0034, 1.3520)  0.447
H (-1.9716, -1.2808, 0.3365)  0.465
H (-1.3295, -1.3937, -1.0769)  -0.048
H (-3.1164, 3.4365, 0.1984)  0.252
H (-3.8706, 2.6521, -1.0594)  0.280
H (-4.6464, 2.6608, 0.4610)  0.348
H (-3.0272, 0.6439, 1.1562)  0.389
H (-2.1874, 0.9557, -1.7398)  0.060
H (-1.8368, 1.4087, -3.8587)  0.353
H (-1.9697, 2.9239, -3.8800)  0.257
O (-2.1308, 2.1574, -3.3221)  -0.621
H (1.8723, 1.1202, 4.3529)  0.272
H (3.0026, 0.7019, 3.2842)  0.374
O (2.4181, 0.4154, 4.0091)  -0.620
H (1.0520, -1.1983, 4.6292)  0.329
H (-0.4293, -0.8999, 5.1794)  0.270
O (0.1448, -1.5125, 4.7283)  -0.623
H (-1.5397, -3.4763, -3.3379)  0.268
H (-2.6800, -2.4410, -2.7241)  0.297
O (-1.8138, -2.8344, -2.6862)  -0.597
H (2.9799, 2.1336, 1.3816)  0.327
H (4.1986, 1.3503, 1.6016)  0.336
O (3.5826, 1.9036, 2.1051)  -0.719
H (-0.0962, -0.2561, -3.5559)  0.502
H (-0.0062, 0.3489, -4.8973)  0.277
O (-0.6428, 0.2635, -4.1778)  -0.623
H (4.8853, 0.0671, -0.5030)  0.259
H (4.3062, -1.2258, 0.0297)  0.306
O (4.1267, -0.2868, -0.0776)  -0.552
H (0.1590, -3.4096, 2.7740)  0.305
H (-0.3545, -3.2054, 4.1494)  0.375
O (-0.1149, -3.9278, 3.5356)  -0.661
H (0.5272, 1.7972, -1.4556)  0.356
H (1.4855, 2.8962, -1.9290)  0.278
O (1.4187, 2.1387, -1.3413)  -0.575

=====

Here is a cluster of 8 separate species, C7H30O8 in total in a non-equilibrium geometry from the Open Molecules 2025 dataset. Energies are from ωB97M-V with the def2-TZVPD basis set.

As for the frontier orbital gap: 9.775 eV. The value obtained for the strongest force on any atom is 1.404 eV/Å. The LUMO energy is 0.240 eV. As for the net charge: 0. Its structure (SMILES) is CCO.CCO.CO.CO.CO.O.O.O. As for the relative energy (zero: lowest compared OMol25 entry of this formula, charge and spin): 2.108 eV.

Each line ends with the Mulliken charge.
Positions of all 45 atoms, in Å:
C (0.4442, -4.1030, 0.7714)  -0.804
O (0.0774, -2.7464, 0.5448)  -0.447
H (-0.4803, -4.6850, 0.8415)  0.338
H (0.9315, -4.5189, -0.1100)  0.235
H (1.0822, -4.2778, 1.6359)  0.325
H (-0.3120, -2.4448, 1.3779)  0.161
C (2.2994, 1.6019, 1.2618)  -0.159
O (3.6264, 2.0293, 1.5862)  -0.571
H (1.9631, 2.0875, 0.3401)  0.005
H (2.3576, 0.5461, 1.0246)  0.125
H (1.6078, 1.9257, 2.0432)  0.239
H (3.7117, 2.9610, 1.3727)  0.298
C (2.3079, 0.1516, -3.4151)  -0.345
O (1.6949, 0.3643, -4.6779)  -0.549
H (1.9265, -0.7487, -2.9311)  0.135
H (3.3906, 0.1596, -3.4872)  0.338
H (1.9815, 0.9211, -2.7053)  0.165
H (0.8316, -0.0501, -4.6940)  0.304
C (-0.4364, 3.7596, 0.5264)  -0.837
C (-1.3858, 3.1146, -0.4903)  -0.200
O (-0.6771, 2.2315, -1.3392)  -0.418
H (0.5797, 3.9532, 0.1957)  0.307
H (-0.3432, 3.1038, 1.3976)  0.043
H (-0.8550, 4.6917, 0.9152)  0.385
H (-1.7793, 3.9048, -1.1336)  0.303
H (-2.2517, 2.6171, -0.0399)  0.240
H (-0.2326, 1.5321, -0.8386)  0.235
C (-1.2496, 0.2482, 2.5862)  -0.295
C (-2.4584, -0.5954, 2.9724)  -0.450
O (-2.0915, -1.9968, 2.9502)  -0.503
H (-0.7730, -0.2592, 1.7514)  -0.146
H (-0.5416, 0.3948, 3.4025)  0.299
H (-1.5738, 1.2521, 2.3033)  0.192
H (-3.1709, -0.5701, 2.1417)  0.223
H (-2.9766, -0.2314, 3.8585)  0.421
H (-2.2690, -2.4331, 3.7883)  0.283
O (-1.5156, -0.5357, -2.2729)  -0.643
H (-2.2815, -0.5749, -1.6856)  0.301
H (-1.5302, 0.3699, -2.6298)  0.295
O (-0.4365, -3.7357, -2.6449)  -0.627
H (-0.7079, -3.1385, -1.9352)  0.314
H (0.1763, -4.3489, -2.2280)  0.313
O (0.7311, -0.3585, -0.7604)  -0.336
H (-0.1080, -0.3610, -1.2822)  0.198
H (0.7163, -1.2075, -0.2882)  0.311

=====

Here is a cluster of 10 separate species, C7H31NO9 in total in a non-equilibrium geometry from the Open Molecules 2025 dataset. Energies are from ωB97M-V with the def2-TZVPD basis set.

As for the frontier orbital gap: 7.550 eV. The value obtained for the strongest force on any atom is 1.828 eV/Å. The LUMO energy is 0.044 eV. As for the net charge: 0. Its structure (SMILES) is C=C/C(=C\N)CCC.O.O.O.O.O.O.O.O.O. As for the relative energy (zero: lowest compared OMol25 entry of this formula, charge and spin): 2.833 eV.

Each line ends with the Mulliken charge.
Positions of all 48 atoms, in Å:
C (-1.1583, -2.9872, 2.4080)  -0.916
C (-2.1951, -2.8006, 1.3246)  -0.391
C (-1.5679, -2.8701, -0.0989)  -1.365
N (-0.4585, 0.7614, -0.1549)  0.136
C (-1.1095, -0.4271, -0.2649)  -0.583
C (-0.6082, -1.6890, -0.2659)  0.965
C (0.8262, -1.9432, -0.5683)  0.143
C (1.4355, -3.1176, -0.3496)  -1.077
H (-0.3563, -3.5927, 1.9708)  0.206
H (-0.6410, -2.1410, 2.7803)  0.127
H (-1.6218, -3.4826, 3.2830)  0.358
H (-2.7992, -1.9090, 1.4116)  0.393
H (-3.0553, -3.5138, 1.3945)  0.438
H (-2.3836, -2.7075, -0.8210)  0.323
H (-1.0269, -3.8064, -0.2437)  0.474
H (-0.9002, 1.6439, -0.3006)  -0.012
H (0.5373, 0.7646, -0.0267)  -0.040
H (-2.1895, -0.4098, -0.4065)  0.406
H (1.3115, -1.0932, -1.0563)  0.181
H (0.8369, -3.8855, 0.0949)  0.153
H (2.5039, -3.3476, -0.3952)  0.259
H (-1.0904, 0.7465, -3.4423)  0.303
H (-2.4012, 0.6511, -2.7787)  0.310
O (-1.6190, 1.2172, -2.7851)  -0.509
H (2.0603, 0.8850, -3.7804)  0.261
H (1.4982, 1.1118, -2.4042)  0.281
O (1.3742, 0.5618, -3.1860)  -0.551
H (4.3030, -0.3530, -1.5147)  0.317
H (4.0512, 0.1071, -0.1368)  0.311
O (4.6611, 0.2717, -0.8707)  -0.629
H (-0.5069, -2.0538, -4.4418)  0.312
H (-0.0355, -0.9784, -3.4432)  0.255
O (-0.7330, -1.1931, -4.0836)  -0.685
H (-2.6721, 3.3575, 1.8943)  0.337
H (-1.3125, 3.0818, 1.3410)  0.274
O (-1.7456, 3.2634, 2.1828)  -0.620
H (2.5743, 2.3008, 2.5372)  0.284
H (3.4833, 1.1323, 2.1890)  0.341
O (2.9142, 1.7935, 1.7796)  -0.660
H (-2.0095, 3.0749, -1.7450)  0.334
H (-1.7610, 4.0762, -0.6416)  0.307
O (-2.4844, 3.6525, -1.1213)  -0.650
H (1.1982, 0.7217, 2.3484)  0.339
H (0.6169, -0.4883, 1.6069)  0.349
O (0.9817, -0.2108, 2.4550)  -0.742
H (0.0244, 1.6972, 4.2069)  0.298
H (0.0066, 3.1516, 3.6832)  0.275
O (0.5533, 2.3635, 3.7588)  -0.615